72
Properties=species:S:1:pos:R:3:forces:R:3 method="wB97M-V/def2-TZVPD" e_tot_ev=-130856.608 charge=-1 orbital_gap_ev=8.680 spin_multiplicity=1
C -1.734 -3.625 2.370 0.005 0.056 -0.038
C -1.387 -2.530 3.388 -0.223 0.106 -0.175
C -2.090 -2.614 4.747 0.153 0.120 0.149
C -2.108 -3.997 5.394 0.004 -0.003 0.028
C -0.733 -4.635 5.566 -0.032 -0.153 -0.086
S 0.385 -3.839 6.708 0.031 -0.132 0.057
O 1.498 -4.746 6.855 -0.100 0.101 0.099
O -0.407 -3.497 7.865 0.180 -0.057 -0.012
N 0.797 -2.457 6.016 -0.494 -0.026 -0.192
S 1.960 -2.118 5.068 0.499 0.221 0.230
O 1.606 -0.986 4.255 0.136 0.013 0.108
O 3.267 -2.162 5.658 -0.132 0.090 -0.141
Br 2.131 -3.769 3.476 0.028 -0.237 -0.153
H -0.905 -3.777 1.672 -0.039 0.026 0.032
H -1.938 -4.592 2.837 0.064 0.055 -0.047
H -2.609 -3.350 1.773 -0.014 -0.099 0.120
H -0.308 -2.487 3.540 -0.200 -0.111 -0.005
H -1.662 -1.572 2.936 0.168 -0.004 0.073
H -1.547 -1.944 5.420 -0.159 0.029 -0.057
H -3.114 -2.225 4.689 0.010 -0.166 -0.092
H -2.695 -4.698 4.788 -0.030 0.092 0.069
H -2.602 -3.934 6.367 0.079 -0.015 -0.021
H -0.831 -5.640 5.988 0.036 0.077 -0.023
H -0.199 -4.727 4.618 0.011 0.026 0.056
C -0.918 -0.877 -4.317 0.097 0.061 0.023
O -0.058 -1.836 -3.740 0.074 -0.010 0.040
C 1.242 -1.365 -3.397 -0.003 0.012 -0.073
C 1.412 -1.067 -1.921 0.005 0.056 -0.030
N 0.725 0.157 -1.539 -0.053 -0.055 -0.023
C 0.718 0.436 -0.108 0.060 0.039 0.044
C 0.005 -0.543 0.813 0.109 -0.043 0.179
O -1.404 -0.562 0.650 -0.046 0.130 -0.150
C -1.891 -1.388 -0.384 0.014 -0.049 0.032
H -1.743 -1.411 -4.787 0.009 -0.044 0.040
H -1.313 -0.174 -3.581 -0.064 0.012 -0.047
H -0.395 -0.293 -5.084 -0.010 -0.021 -0.029
H 1.484 -0.466 -3.976 -0.020 -0.016 -0.026
H 1.938 -2.157 -3.684 0.013 0.001 0.032
H 2.481 -0.921 -1.727 0.003 -0.064 0.011
H 1.103 -1.957 -1.355 -0.036 0.026 0.009
H -0.224 0.145 -1.888 0.018 0.045 -0.012
H 0.262 1.420 0.037 0.044 -0.043 0.029
H 1.758 0.515 0.230 -0.002 -0.020 -0.001
H 0.192 -0.229 1.842 -0.038 -0.046 0.020
H 0.409 -1.559 0.725 -0.028 0.002 -0.046
H -1.245 -2.257 -0.541 -0.017 -0.007 0.002
H -1.992 -0.855 -1.337 0.017 0.012 0.003
H -2.879 -1.739 -0.086 -0.005 0.002 -0.015
C 2.565 4.783 -0.984 0.060 0.009 0.040
O 1.517 5.532 -1.562 -0.056 -0.010 -0.030
C 1.764 6.003 -2.879 0.050 0.003 -0.013
C 0.894 5.286 -3.889 0.001 0.010 -0.024
N 1.292 3.896 -4.022 -0.029 -0.011 0.118
C 0.416 3.071 -4.838 0.033 -0.027 -0.075
C -1.026 2.885 -4.376 0.059 0.020 -0.023
O -1.139 2.163 -3.169 -0.119 -0.028 0.016
C -1.015 2.913 -1.976 -0.067 0.043 0.033
H 2.311 4.634 0.063 0.002 -0.016 -0.006
H 2.695 3.803 -1.457 -0.011 0.005 -0.020
H 3.518 5.320 -1.045 -0.009 0.008 0.020
H 2.821 5.875 -3.135 -0.022 -0.006 -0.025
H 1.531 7.071 -2.900 0.008 0.004 0.026
H 1.007 5.779 -4.861 -0.012 -0.010 -0.004
H -0.153 5.418 -3.578 0.005 0.010 0.000
H 1.375 3.481 -3.102 0.010 -0.045 -0.032
H 0.870 2.079 -4.903 -0.008 0.002 -0.013
H 0.398 3.481 -5.855 0.001 0.023 0.014
H -1.538 2.290 -5.138 -0.042 -0.007 0.031
H -1.563 3.839 -4.293 0.054 0.014 0.003
H -1.429 3.919 -2.095 -0.005 -0.012 0.014
H 0.022 2.994 -1.640 -0.014 0.019 -0.043
H -1.577 2.387 -1.204 -0.013 0.012 0.006